Record 1
{
  "formula": "C2H3ClO2",
  "method": "ωB97M-V/def2-TZVPD",
  "largest_force_ev_per_a": 2.72,
  "e_tot_ha": -688.53914,
  "relative_energy_kcal_mol": 91.0,
  "gap_ev": [8.21, 8.21],
  "charge": 0,
  "multiplicity": 1,
  "elements": ["O", "H", "Cl", "O", "C", "C", "H", "H"],
  "positions_angstrom": [[1.377418, -1.513121, -0.126514], [-1.464604, 1.708345, 0.271309], [2.002477, 0.941709, -0.120942], [-0.687496, -0.134090, -0.097025], [-1.599555, 0.626910, 0.177720], [1.106037, -0.421958, 0.473019], [1.865318, -1.453263, -0.969498], [-2.599592, 0.245470, 0.391930]],
  "forces_ev_per_a": [[0.265, -1.146, -0.997], [0.244, 0.130, -0.052], [0.489, 0.723, -0.844], [-2.091, 0.588, -0.707], [0.678, -0.388, 0.020], [0.468, 0.044, 2.684], [0.106, 0.218, -0.079], [-0.158, -0.170, -0.025]]
}

Record 2
{
  "formula": "C2H3ClO2S",
  "method": "ωB97M-V/def2-TZVPD",
  "largest_force_ev_per_a": 3.63,
  "e_tot_ha": -1086.73554,
  "relative_energy_kcal_mol": 72.3,
  "gap_ev": 7.27,
  "charge": 0,
  "multiplicity": 1,
  "elements": ["Cl", "S", "C", "H", "O", "H", "O", "C", "H"],
  "positions_angstrom": [[-1.815392, -0.102218, -0.062904], [-1.800386, 2.154690, -0.312087], [-0.348417, -1.494053, -0.002797], [2.108777, 0.616161, -0.137817], [-0.790192, -2.591316, 0.055152], [0.590105, 0.767031, 1.071166], [0.806496, -0.965596, 0.043108], [0.968574, 0.451951, 0.031498], [0.280437, 1.163349, -0.685320]],
  "forces_ev_per_a": [[-0.326, 0.352, -0.087], [0.001, -1.200, 0.111], [-1.392, -1.135, 0.350], [-2.254, -0.249, 0.469], [0.869, 2.031, -0.259], [1.150, -0.081, -1.471], [-0.192, -0.844, -0.951], [0.292, 3.567, 0.633], [1.853, -2.441, 1.205]]
}

Record 3
{
  "formula": "C2H3ClO2S",
  "method": "ωB97M-V/def2-TZVPD",
  "largest_force_ev_per_a": 5.10,
  "e_tot_ha": -1086.74213,
  "relative_energy_kcal_mol": 68.1,
  "gap_ev": 9.29,
  "charge": 0,
  "multiplicity": 1,
  "elements": ["C", "S", "C", "Cl", "O", "O", "H", "H", "H"],
  "positions_angstrom": [[0.094352, 0.492691, 0.671410], [-1.060636, 1.839994, 0.482290], [-1.470094, 0.270387, -0.413052], [-2.455928, -0.920637, 0.428083], [-0.437451, 2.811872, -0.405652], [-1.148035, 0.015249, -1.703488], [-0.432523, -0.618559, -1.795416], [0.915011, 0.352223, 0.094225], [0.036382, -0.171705, 1.512321]],
  "forces_ev_per_a": [[-5.071, -0.531, 0.183], [0.573, -1.148, -0.387], [3.718, -0.508, 2.048], [-0.346, 0.416, -0.263], [-0.225, 0.550, -0.317], [-0.709, 0.861, 0.018], [0.016, -0.167, 0.227], [2.308, 0.373, -1.996], [-0.264, 0.153, 0.488]]
}

Record 4
{
  "formula": "C2H3ClO2S",
  "method": "ωB97M-V/def2-TZVPD",
  "largest_force_ev_per_a": 4.90,
  "e_tot_ha": -1086.76204,
  "relative_energy_kcal_mol": 55.6,
  "gap_ev": 9.04,
  "charge": 0,
  "multiplicity": 1,
  "elements": ["C", "H", "H", "S", "O", "O", "H", "C", "Cl"],
  "positions_angstrom": [[-1.112700, 0.750579, 0.521821], [-0.290363, -0.332990, -1.199078], [1.945000, -0.007770, -0.185988], [0.023563, -0.624929, 1.297979], [-1.506072, 1.859313, 0.655897], [1.351968, -0.085600, 1.235170], [-1.984629, -0.747629, -0.613381], [-0.957832, -0.303951, -0.399896], [2.531066, -0.507023, -1.312525]],
  "forces_ev_per_a": [[0.279, 1.799, -0.212], [1.015, 0.410, -1.412], [0.817, -0.585, -0.738], [-4.770, -1.074, 0.377], [0.328, -0.995, 0.563], [2.947, 1.437, -0.291], [1.526, -0.226, 0.521], [-1.782, -1.181, 0.938], [-0.361, 0.415, 0.254]]
}

Record 5
{
  "formula": "C2H3ClO2S",
  "method": "ωB97M-V/def2-TZVPD",
  "largest_force_ev_per_a": 5.01,
  "e_tot_ha": -1086.73281,
  "relative_energy_kcal_mol": 74.0,
  "gap_ev": [9.60, 4.59],
  "charge": 0,
  "multiplicity": 1,
  "elements": ["Cl", "H", "O", "C", "O", "H", "C", "H", "S"],
  "positions_angstrom": [[0.036575, 2.397552, -1.352402], [1.204400, 0.222634, 0.917809], [-2.264918, -0.471306, -1.093428], [0.499927, -0.597171, 1.066837], [-0.810713, -0.135823, 0.675328], [0.435723, -0.850636, 2.123953], [-1.331108, -0.530892, -0.393117], [0.804876, -1.463116, 0.479913], [1.425238, 1.428758, -2.424893]],
  "forces_ev_per_a": [[0.415, -0.175, -0.326], [-0.141, -0.068, -0.014], [-1.728, 1.267, 0.489], [0.209, 0.018, -0.018], [-0.398, 1.851, 2.779], [-0.044, 0.037, -0.125], [2.303, -3.214, -3.075], [-0.193, 0.074, -0.055], [-0.422, 0.209, 0.345]]
}

Record 6
{
  "formula": "C2H3ClO2S",
  "method": "ωB97M-V/def2-TZVPD",
  "largest_force_ev_per_a": 3.11,
  "e_tot_ha": -1086.83637,
  "relative_energy_kcal_mol": 9.0,
  "gap_ev": 9.53,
  "charge": 0,
  "multiplicity": 1,
  "elements": ["C", "S", "H", "O", "O", "C", "H", "Cl", "H"],
  "positions_angstrom": [[-1.325950, 0.086790, 0.648626], [0.047398, -1.710746, -0.914752], [0.873268, 0.302798, 0.229462], [0.816640, -2.502012, 0.281779], [-1.234980, 0.439197, 1.756638], [-0.108934, -0.050420, -0.227947], [-0.197545, 0.553566, -1.209636], [-2.843284, -0.127088, -0.155539], [0.221666, -3.167388, 0.807708]],
  "forces_ev_per_a": [[1.563, 0.785, -1.325], [-0.104, 0.200, -0.424], [-1.529, -0.617, -0.144], [-0.887, -2.191, 2.025], [-0.385, 0.244, 2.229], [1.069, 0.555, -2.002], [-0.265, -0.720, 1.552], [-0.759, -0.288, -0.350], [1.297, 2.032, -1.561]]
}

Record 7
{
  "formula": "C2H3ClO3P",
  "method": "ωB97M-V/def2-TZVPD",
  "largest_force_ev_per_a": 3.23,
  "e_tot_ha": -1105.29452,
  "relative_energy_kcal_mol": 88.6,
  "gap_ev": 8.16,
  "charge": -1,
  "multiplicity": 1,
  "elements": ["O", "C", "Cl", "O", "H", "O", "H", "H", "P", "C"],
  "positions_angstrom": [[-1.685028, 1.196400, -1.280502], [0.886220, -0.771851, -0.085967], [1.537916, -2.061706, 0.909197], [-1.100185, 0.882814, 1.037311], [2.711513, 0.583430, 0.243190], [1.008442, 1.420701, -0.490963], [-2.101313, -0.827557, -0.045528], [-2.328159, -1.553788, 0.001556], [-0.582668, 0.787626, -0.312672], [1.653264, 0.343932, 0.024377]],
  "forces_ev_per_a": [[3.016, -1.043, -0.505], [0.944, 2.593, 0.619], [-0.639, -0.784, -0.161], [0.307, 0.121, 2.737], [-0.753, -0.645, 0.335], [-1.769, 0.847, -0.376], [-0.632, -0.975, 0.150], [0.136, 0.431, -0.090], [-0.931, 0.340, -1.218], [0.322, -0.886, -1.492]]
}

Record 8
{
  "formula": "C2H3ClOS",
  "method": "ωB97M-V/def2-TZVPD",
  "largest_force_ev_per_a": 5.12,
  "e_tot_ha": -1011.53961,
  "relative_energy_kcal_mol": 50.8,
  "gap_ev": 8.97,
  "charge": 0,
  "multiplicity": 1,
  "elements": ["H", "C", "H", "S", "Cl", "C", "O", "H"],
  "positions_angstrom": [[-1.295249, 0.448960, -1.451520], [-1.272656, 0.451386, -0.348822], [-2.007828, 0.775512, 0.262954], [2.088783, -0.848929, 0.453612], [2.797438, 1.034144, -0.244896], [-0.500733, -0.349171, 0.351242], [0.757233, -0.927392, -0.371030], [-0.566988, -0.584510, 1.348462]],
  "forces_ev_per_a": [[0.283, 0.621, 0.855], [1.808, -2.404, -1.585], [-2.809, 1.537, 1.177], [1.353, 1.282, 0.012], [-0.201, -0.896, 0.559], [3.032, 0.218, -4.124], [-3.733, 0.167, 0.945], [0.268, -0.524, 2.159]]
}

Record 9
{
  "formula": "C2H3ClOS",
  "method": "ωB97M-V/def2-TZVPD",
  "largest_force_ev_per_a": 2.30,
  "e_tot_ha": -1011.56060,
  "relative_energy_kcal_mol": 37.6,
  "gap_ev": 9.06,
  "charge": 0,
  "multiplicity": 1,
  "elements": ["O", "H", "C", "C", "H", "H", "S", "Cl"],
  "positions_angstrom": [[-0.577153, -1.532038, -0.082672], [2.480379, -0.584215, 0.474420], [1.655931, -0.501819, -0.236948], [0.445726, -0.967821, 0.013621], [1.846143, 0.209196, -1.024327], [-1.166426, 1.233272, 1.000016], [-1.661795, 1.830912, -0.009540], [-3.022808, 0.312515, -0.134570]],
  "forces_ev_per_a": [[1.069, 0.869, 1.040], [-0.534, -0.255, -0.057], [0.547, 0.363, 1.214], [-0.394, -1.113, -1.970], [-0.499, 0.008, -0.213], [1.218, -0.522, 1.708], [-1.061, 0.364, -1.400], [-0.345, 0.286, -0.322]]
}

Record 10
{
  "formula": "C2H3CsLiO",
  "method": "ωB97M-V/def2-TZVPD",
  "largest_force_ev_per_a": 6.06,
  "e_tot_ha": -180.61980,
  "relative_energy_kcal_mol": 11.5,
  "gap_ev": [3.51, 3.31],
  "charge": 0,
  "multiplicity": 2,
  "elements": ["H", "Cs", "Li", "H", "O", "C", "H", "C"],
  "positions_angstrom": [[-1.184477, 0.298686, 1.234630], [-2.589435, -1.832253, -1.728845], [0.755729, -2.183242, -0.004541], [0.345886, -0.173974, 1.872399], [1.907106, 0.883292, -0.851072], [-0.277267, -0.273935, 0.957701], [0.116895, 1.716730, -1.129343], [0.925563, 1.564697, -0.350928]],
  "forces_ev_per_a": [[-0.115, -0.400, -0.107], [0.250, 0.319, 0.432], [-0.344, 1.330, 0.624], [-0.156, -0.392, -0.134], [-3.329, 3.032, 2.074], [0.576, 0.246, -0.958], [-0.061, 0.428, 0.488], [3.179, -4.563, -2.418]]
}

Which formula does entry 5 have? C2H3ClO2S

Please write out number 8 again, unchanged.
{
  "formula": "C2H3ClOS",
  "method": "ωB97M-V/def2-TZVPD",
  "largest_force_ev_per_a": 5.12,
  "e_tot_ha": -1011.53961,
  "relative_energy_kcal_mol": 50.8,
  "gap_ev": 8.97,
  "charge": 0,
  "multiplicity": 1,
  "elements": ["H", "C", "H", "S", "Cl", "C", "O", "H"],
  "positions_angstrom": [[-1.295249, 0.448960, -1.451520], [-1.272656, 0.451386, -0.348822], [-2.007828, 0.775512, 0.262954], [2.088783, -0.848929, 0.453612], [2.797438, 1.034144, -0.244896], [-0.500733, -0.349171, 0.351242], [0.757233, -0.927392, -0.371030], [-0.566988, -0.584510, 1.348462]],
  "forces_ev_per_a": [[0.283, 0.621, 0.855], [1.808, -2.404, -1.585], [-2.809, 1.537, 1.177], [1.353, 1.282, 0.012], [-0.201, -0.896, 0.559], [3.032, 0.218, -4.124], [-3.733, 0.167, 0.945], [0.268, -0.524, 2.159]]
}

Repeat the fourth record exactly.
{
  "formula": "C2H3ClO2S",
  "method": "ωB97M-V/def2-TZVPD",
  "largest_force_ev_per_a": 4.90,
  "e_tot_ha": -1086.76204,
  "relative_energy_kcal_mol": 55.6,
  "gap_ev": 9.04,
  "charge": 0,
  "multiplicity": 1,
  "elements": ["C", "H", "H", "S", "O", "O", "H", "C", "Cl"],
  "positions_angstrom": [[-1.112700, 0.750579, 0.521821], [-0.290363, -0.332990, -1.199078], [1.945000, -0.007770, -0.185988], [0.023563, -0.624929, 1.297979], [-1.506072, 1.859313, 0.655897], [1.351968, -0.085600, 1.235170], [-1.984629, -0.747629, -0.613381], [-0.957832, -0.303951, -0.399896], [2.531066, -0.507023, -1.312525]],
  "forces_ev_per_a": [[0.279, 1.799, -0.212], [1.015, 0.410, -1.412], [0.817, -0.585, -0.738], [-4.770, -1.074, 0.377], [0.328, -0.995, 0.563], [2.947, 1.437, -0.291], [1.526, -0.226, 0.521], [-1.782, -1.181, 0.938], [-0.361, 0.415, 0.254]]
}